{"formula": "C39H34F3P2RhS2", "method": "the ωB97M-V functional and the def2-TZVPD basis", "de_lowest_kcal_mol": 0.00, "charge": -2, "orbital_gap_ev": [4.93, 4.93], "lumo_energy_ev": [4.33, 4.33], "elements": ["Rh", "S", "P", "C", "P", "S", "C", "C", "C", "C", "C", "C", "C", "C", "C", "C", "C", "C", "C", "C", "C", "C", "C", "C", "C", "C", "C", "C", "C", "C", "H", "H", "H", "H", "H", "H", "H", "H", "H", "H", "H", "H", "H", "H", "H", "H", "H", "H", "H", "H", "C", "C", "C", "C", "C", "H", "H", "H", "H", "H", "H", "H", "H", "H", "H", "F", "C", "F", "F", "C", "C", "C", "C", "C", "C", "C", "C", "H", "H", "H", "H"], "xyz": [[-0.50, -1.10, -0.05], [-1.42, 0.88, -1.77], [-0.02, 1.53, -0.48], [1.12, 0.38, -0.09], [2.79, 0.34, -0.12], [3.79, -1.25, -0.82], [3.44, 1.79, -1.07], [4.15, 2.85, -0.53], [4.64, 3.87, -1.34], [4.41, 3.83, -2.71], [3.69, 2.78, -3.26], [3.22, 1.76, -2.45], [3.52, 0.69, 1.56], [4.75, 0.18, 1.97], [5.25, 0.49, 3.23], [4.53, 1.30, 4.10], [3.30, 1.81, 3.70], [2.80, 1.50, 2.44], [-1.01, 1.97, 1.03], [-1.94, 3.01, 1.03], [-2.70, 3.27, 2.16], [-2.55, 2.49, 3.30], [-1.64, 1.45, 3.30], [-0.87, 1.19, 2.17], [0.53, 3.25, -0.94], [0.31, 3.71, -2.23], [0.66, 5.01, -2.57], [1.22, 5.86, -1.63], [1.44, 5.40, -0.33], [1.10, 4.10, 0.01], [4.34, 2.89, 0.54], [5.19, 4.69, -0.90], [4.78, 4.63, -3.34], [3.50, 2.74, -4.33], [2.66, 0.94, -2.87], [5.29, -0.46, 1.29], [6.20, 0.08, 3.54], [4.92, 1.53, 5.08], [2.71, 2.43, 4.37], [1.82, 1.85, 2.14], [-2.09, 3.60, 0.13], [-3.42, 4.08, 2.14], [-3.15, 2.70, 4.18], [-1.52, 0.82, 4.18], [-0.14, 0.38, 2.16], [-0.14, 3.04, -2.95], [0.48, 5.36, -3.59], [1.49, 6.87, -1.90], [1.88, 6.05, 0.41], [1.27, 3.75, 1.02], [0.90, -2.02, -3.06], [0.54, -3.09, -2.02], [-0.85, -3.65, -2.35], [1.58, -4.23, -2.08], [0.59, -2.45, -0.66], [0.89, -2.47, -4.06], [1.89, -1.61, -2.86], [0.19, -1.20, -3.02], [-0.84, -4.08, -3.35], [-1.59, -2.86, -2.30], [-1.14, -4.42, -1.64], [1.57, -4.71, -3.06], [1.36, -4.99, -1.33], [2.58, -3.84, -1.90], [1.41, -2.78, -0.02], [-8.28, -6.57, 0.07], [-7.87, -6.01, 1.24], [-7.68, -7.05, 2.09], [-8.93, -5.32, 1.71], [-6.65, -5.17, 1.09], [-5.41, -5.78, 0.94], [-4.28, -5.02, 0.75], [-4.34, -3.61, 0.69], [-5.60, -3.02, 0.86], [-6.74, -3.78, 1.05], [-3.17, -2.84, 0.46], [-2.17, -2.17, 0.23], [-5.33, -6.86, 0.98], [-3.31, -5.49, 0.64], [-5.66, -1.94, 0.83], [-7.69, -3.29, 1.18]], "mulliken_charge": [-0.451, -0.541, 1.631, -0.005, 1.927, -0.747, -0.346, -0.213, -0.664, -0.436, -0.673, 0.076, -0.845, -0.537, -0.632, -0.456, -1.001, 0.477, -0.030, -0.452, -0.597, -0.448, -0.964, 0.314, -0.034, -0.496, -0.647, -0.414, -0.749, 0.210, 0.269, 0.370, 0.345, 0.382, 0.211, 0.356, 0.379, 0.343, 0.448, 0.124, 0.369, 0.372, 0.358, 0.420, 0.191, 0.348, 0.359, 0.340, 0.392, 0.227, -1.482, 2.832, -1.850, -1.954, -1.368, 0.594, 0.233, 0.093, 0.461, 0.364, 0.315, 0.412, 0.445, 0.324, 0.324, -0.272, 0.925, -0.280, -0.290, 0.313, -0.667, -0.589, 0.518, -0.686, -0.478, 0.145, -0.828, 0.345, 0.413, 0.462, 0.369]}

{"formula": "C7H14", "method": "the ωB97M-V functional and the def2-TZVPD basis", "de_lowest_kcal_mol": 17.08, "orbital_gap_ev": 10.75, "smiles": "CC[C@@]1(C)C[C@H]1C", "lumo_energy_ev": 1.12, "elements": ["C", "C", "C", "C", "C", "C", "C", "H", "H", "H", "H", "H", "H", "H", "H", "H", "H", "H", "H", "H", "H"], "xyz": [[2.03, -0.72, 0.77], [1.03, -0.72, -0.39], [0.03, 0.43, -0.37], [0.64, 1.80, -0.11], [-1.11, 0.37, -1.35], [-1.38, 0.24, 0.13], [-1.93, -1.06, 0.69], [2.68, -1.60, 0.73], [2.68, 0.17, 0.74], [1.52, -0.72, 1.74], [1.59, -0.67, -1.34], [0.50, -1.67, -0.41], [1.49, 1.98, -0.78], [1.01, 1.88, 0.92], [-0.09, 2.59, -0.27], [-1.41, 1.29, -1.86], [-1.21, -0.53, -1.95], [-1.81, 1.12, 0.60], [-1.79, -1.12, 1.77], [-1.46, -1.94, 0.23], [-3.01, -1.13, 0.49]], "mulliken_charge": [-1.237, -0.654, 1.314, -1.701, -1.010, 0.083, -1.524, 0.379, 0.302, 0.301, 0.316, 0.355, 0.353, 0.341, 0.445, 0.271, 0.284, 0.373, 0.324, 0.296, 0.389]}

{"formula": "C12H26N5O6S2", "method": "the ωB97M-V functional and the def2-TZVPD basis", "charge": 1, "orbital_gap_ev": 6.93, "lumo_energy_ev": -3.71, "elements": ["N", "C", "O", "C", "C", "N", "C", "N", "C", "S", "O", "O", "N", "C", "N", "S", "H", "H", "H", "H", "H", "H", "H", "H", "H", "H", "H", "H", "C", "O", "C", "C", "O", "C", "C", "O", "C", "H", "H", "H", "H", "H", "H", "H", "H", "H", "H", "H", "H", "H", "H"], "xyz": [[-4.11, 1.85, -1.82], [-4.78, 0.89, -2.53], [-4.60, 0.70, -3.70], [-5.79, 0.04, -1.78], [-5.16, -1.33, -1.49], [-4.25, -1.31, -0.35], [-2.91, -1.32, -0.32], [-2.12, -1.33, -1.40], [-0.68, -1.38, -1.30], [-0.14, -3.10, -1.36], [1.24, -3.15, -1.02], [-0.66, -3.64, -2.58], [-2.45, -1.33, 0.94], [-3.53, -1.32, 1.69], [-4.65, -1.31, 0.97], [-6.33, -1.34, 1.38], [-3.15, 1.97, -2.12], [-4.18, 1.77, -0.82], [-6.66, -0.11, -2.42], [-6.10, 0.53, -0.86], [-4.57, -1.64, -2.34], [-5.93, -2.08, -1.30], [-2.51, -1.35, -2.33], [-0.33, -0.93, -0.38], [-0.22, -0.89, -2.16], [-0.90, -3.62, -0.36], [-3.52, -1.31, 2.77], [-6.10, -1.72, 2.64], [3.68, -1.54, -0.06], [3.65, -0.61, 1.01], [4.83, -0.56, 1.80], [5.28, 0.85, 2.07], [5.77, 1.56, 0.95], [4.89, 1.97, -0.07], [3.93, 3.09, 0.31], [2.92, 2.65, 1.20], [2.67, 3.52, 2.28], [3.42, -2.55, 0.29], [2.93, -1.22, -0.78], [4.65, -1.56, -0.55], [5.64, -1.11, 1.32], [4.62, -1.04, 2.76], [6.13, 0.79, 2.75], [4.50, 1.42, 2.59], [4.35, 1.13, -0.51], [5.54, 2.38, -0.85], [3.46, 3.44, -0.61], [4.50, 3.91, 0.74], [3.59, 3.95, 2.67], [2.20, 2.94, 3.07], [1.99, 4.34, 1.99]], "mulliken_charge": [-0.448, 0.399, -0.531, -0.420, -1.048, 0.255, 0.389, 0.051, -0.981, 0.894, -0.474, -0.584, -0.486, -0.031, -0.084, -0.014, 0.279, 0.246, 0.399, 0.410, 0.404, 0.416, 0.215, 0.562, 0.391, 0.135, 0.450, 0.195, -0.684, -0.279, -0.545, -0.296, -0.440, -0.208, -0.550, -0.278, -0.822, 0.345, 0.106, 0.361, 0.348, 0.367, 0.408, 0.094, 0.034, 0.399, 0.372, 0.352, 0.381, 0.232, 0.312]}

{"formula": "C44H66CrF3O26", "method": "the ωB97M-V functional and the def2-TZVPD basis", "spin_multiplicity": 5, "charge": 1, "orbital_gap_ev": [9.18, 10.36], "lumo_energy_ev": [-1.59, -1.59], "s2": 6.008, "elements": ["Cr", "C", "O", "O", "C", "F", "F", "F", "C", "C", "H", "H", "H", "H", "H", "H", "O", "C", "O", "C", "C", "C", "H", "H", "H", "H", "H", "H", "O", "C", "O", "C", "C", "C", "H", "H", "H", "H", "H", "H", "O", "C", "O", "C", "C", "C", "H", "H", "H", "H", "H", "H", "O", "C", "O", "C", "C", "C", "H", "H", "H", "H", "H", "H", "O", "C", "O", "C", "C", "C", "H", "H", "H", "H", "H", "H", "O", "C", "O", "C", "C", "C", "H", "H", "H", "H", "H", "H", "C", "C", "C", "O", "C", "O", "O", "H", "H", "H", "H", "H", "H", "C", "C", "C", "O", "C", "O", "O", "H", "H", "H", "H", "H", "H", "C", "C", "C", "O", "C", "O", "O", "H", "H", "H", "H", "H", "H", "C", "C", "C", "O", "C", "O", "O", "H", "H", "H", "H", "H", "H"], "xyz": [[-0.33, -0.39, -1.13], [1.69, -2.19, -1.31], [0.40, -2.79, -0.92], [1.49, -0.89, -1.49], [2.77, -2.42, -0.24], [2.34, -1.97, 0.90], [3.13, -3.67, -0.07], [3.93, -1.70, -0.53], [0.28, -4.19, -0.81], [-1.08, -4.63, -1.40], [-0.91, -4.49, -2.46], [-1.30, -5.67, -1.26], [-1.92, -4.01, -1.11], [0.33, -4.39, 0.27], [1.07, -4.67, -1.30], [2.01, -2.77, -2.22], [0.14, 1.99, -2.32], [0.64, 2.77, -3.07], [0.43, 2.78, -4.39], [1.37, 3.64, -5.05], [1.82, 4.66, -3.96], [1.64, 3.85, -2.66], [0.86, 4.03, -5.92], [2.16, 3.02, -5.40], [1.18, 5.52, -4.03], [2.83, 5.06, -3.98], [1.29, 4.37, -1.76], [2.59, 3.42, -2.40], [-3.40, -0.16, 3.05], [-2.59, -0.93, 3.56], [-2.77, -1.36, 4.86], [-1.67, -2.22, 5.23], [-0.78, -2.42, 4.00], [-1.38, -1.53, 2.93], [-2.12, -3.17, 5.49], [-1.25, -1.72, 6.11], [-0.74, -3.48, 3.67], [0.29, -2.14, 4.24], [-1.69, -2.11, 2.00], [-0.85, -0.69, 2.48], [-1.00, -1.15, -3.00], [-2.01, -1.78, -3.26], [-2.93, -2.04, -2.39], [-3.98, -2.92, -2.92], [-3.82, -2.77, -4.42], [-2.35, -2.48, -4.55], [-4.87, -2.50, -2.45], [-3.78, -3.86, -2.49], [-4.33, -1.91, -4.86], [-4.15, -3.71, -4.87], [-2.16, -2.00, -5.51], [-1.87, -3.46, -4.41], [0.23, 0.24, 0.74], [1.06, 1.01, 1.14], [0.97, 1.58, 2.31], [2.15, 2.34, 2.65], [2.90, 2.55, 1.29], [2.38, 1.39, 0.48], [2.63, 1.72, 3.35], [1.84, 3.23, 3.19], [3.97, 2.65, 1.31], [2.51, 3.53, 0.82], [3.01, 0.55, 0.61], [2.17, 1.58, -0.55], [-2.52, -5.21, 2.25], [-3.34, -4.36, 2.32], [-3.80, -3.83, 3.45], [-4.97, -3.02, 3.22], [-5.33, -2.96, 1.72], [-4.15, -3.74, 1.13], [-4.80, -2.08, 3.71], [-5.78, -3.45, 3.74], [-5.52, -1.95, 1.47], [-6.21, -3.62, 1.60], [-3.47, -3.19, 0.49], [-4.53, -4.53, 0.53], [-2.34, 0.02, -0.48], [-2.69, 1.07, 0.00], [-1.79, 2.01, 0.30], [-2.51, 3.18, 0.87], [-4.04, 3.00, 0.61], [-4.11, 1.50, 0.31], [-2.01, 4.09, 0.45], [-2.35, 3.26, 1.95], [-4.31, 3.62, -0.25], [-4.57, 3.38, 1.45], [-4.71, 1.32, -0.64], [-4.48, 0.90, 1.11], [8.94, -1.51, 1.53], [7.68, -1.12, 0.81], [6.40, -1.20, 1.63], [5.98, 0.13, 1.91], [6.68, 0.95, 1.10], [6.61, 2.16, 1.17], [7.55, 0.23, 0.27], [9.84, -1.18, 0.98], [8.86, -2.62, 1.55], [9.08, -1.05, 2.55], [7.60, -1.83, -0.04], [6.46, -1.67, 2.62], [5.59, -1.66, 1.13], [-2.37, 3.37, 7.62], [-1.60, 2.18, 8.15], [-2.29, 0.86, 8.05], [-1.24, -0.02, 7.96], [-0.23, 0.60, 7.38], [0.80, 0.15, 7.02], [-0.42, 1.93, 7.39], [-2.95, 3.08, 6.74], [-1.69, 4.21, 7.40], [-2.99, 3.83, 8.41], [-1.30, 2.41, 9.20], [-2.90, 0.75, 7.15], [-2.88, 0.52, 8.91], [-2.10, 2.46, -6.20], [-2.37, 1.95, -4.82], [-2.87, 3.04, -3.89], [-3.63, 2.30, -2.94], [-4.10, 1.18, -3.54], [-4.92, 0.45, -3.04], [-3.47, 0.94, -4.71], [-3.01, 3.00, -6.57], [-1.73, 1.69, -6.83], [-1.30, 3.25, -6.15], [-1.46, 1.50, -4.49], [-3.48, 3.74, -4.48], [-2.04, 3.45, -3.25], [3.49, -0.69, -4.16], [3.84, 0.43, -3.19], [5.26, 0.85, -2.99], [5.56, 1.44, -4.32], [4.43, 2.16, -4.55], [4.29, 3.08, -5.34], [3.40, 1.71, -3.79], [4.00, -1.63, -3.92], [3.84, -0.49, -5.16], [2.41, -0.86, -4.02], [3.30, 0.35, -2.27], [6.04, 0.07, -2.89], [5.30, 1.59, -2.18]], "mulliken_spin": [3.901, -0.108, 0.069, -0.025, 0.006, 0.004, 0.000, 0.001, 0.005, -0.003, 0.000, 0.000, 0.001, 0.002, 0.003, -0.010, 0.012, 0.017, 0.006, 0.000, 0.000, -0.001, 0.000, 0.000, 0.000, 0.000, 0.000, 0.000, 0.000, -0.003, 0.000, 0.000, 0.002, 0.005, 0.000, 0.000, 0.000, 0.000, 0.034, 0.003, -0.019, 0.083, 0.052, 0.000, 0.000, 0.000, 0.000, 0.000, 0.000, 0.000, 0.000, 0.001, -0.040, -0.066, 0.003, -0.001, 0.005, 0.019, 0.000, 0.000, 0.000, 0.000, -0.005, 0.000, 0.000, 0.001, 0.000, 0.000, 0.000, 0.005, 0.000, 0.000, 0.000, 0.000, -0.003, 0.000, 0.014, 0.011, -0.007, 0.003, -0.001, 0.008, 0.000, 0.001, 0.000, 0.000, 0.000, -0.001, 0.000, 0.000, 0.000, 0.000, 0.000, 0.000, 0.000, 0.000, 0.000, 0.000, 0.000, 0.000, 0.000, 0.000, 0.000, 0.000, 0.000, 0.000, 0.000, 0.000, 0.000, 0.000, 0.000, 0.000, 0.000, 0.000, 0.000, -0.004, -0.001, 0.003, 0.005, 0.000, 0.001, 0.000, 0.000, 0.000, 0.007, 0.000, 0.000, 0.000, -0.001, 0.000, 0.000, 0.000, 0.000, 0.003, 0.000, 0.000, -0.003, 0.005, 0.000, 0.000]}

{"formula": "C5H11N3O", "method": "the ωB97M-V functional and the def2-TZVPD basis", "de_lowest_kcal_mol": 27.12, "orbital_gap_ev": 10.43, "smiles": "CC(C)C#N.NC(N)=O", "lumo_energy_ev": 0.93, "elements": ["C", "C", "C", "C", "N", "H", "H", "H", "H", "H", "H", "H", "N", "C", "N", "O", "H", "H", "H", "H"], "xyz": [[0.84, -1.88, -0.97], [1.75, -1.13, 0.01], [1.25, -1.27, 1.46], [1.80, 0.28, -0.35], [1.81, 1.40, -0.63], [-0.17, -1.49, -0.90], [1.20, -1.78, -1.99], [0.83, -2.94, -0.72], [2.77, -1.51, -0.06], [1.25, -2.32, 1.74], [0.24, -0.87, 1.54], [1.90, -0.74, 2.16], [-0.98, 2.48, -0.38], [-1.83, 1.46, -0.17], [-3.16, 1.56, -0.05], [-1.51, 0.28, 0.21], [-1.33, 3.36, -0.70], [0.01, 2.27, -0.50], [-3.03, 0.41, 0.33], [-3.65, 2.43, -0.04]], "mulliken_charge": [-1.237, 0.634, -1.229, 0.214, -0.682, 0.227, 0.354, 0.377, 0.343, 0.376, 0.230, 0.351, -0.282, 0.494, -0.540, -0.684, 0.197, 0.287, 0.394, 0.177]}

{"formula": "C9H17N2O2", "method": "the ωB97M-V functional and the def2-TZVPD basis", "de_lowest_kcal_mol": 102.44, "charge": 1, "orbital_gap_ev": 9.07, "smiles": "CC1(C)COCOC2=C1[NH2+]CCN2", "lumo_energy_ev": -2.88, "elements": ["C", "C", "C", "C", "O", "C", "O", "C", "C", "N", "C", "C", "N", "H", "H", "H", "H", "H", "H", "H", "H", "H", "H", "H", "H", "H", "H", "H", "H", "H"], "xyz": [[1.08, 2.01, 1.31], [0.89, 0.98, 0.29], [0.66, 1.63, -1.09], [2.09, 0.03, 0.28], [2.23, -0.89, -0.90], [2.15, -2.19, -0.55], [0.82, -2.28, 0.19], [-0.24, -1.35, 0.18], [-0.42, 0.07, 0.57], [-1.65, 0.87, 0.28], [-2.52, 0.08, -0.53], [-2.65, -1.40, 0.06], [-1.46, -2.00, 0.22], [2.12, 2.49, 1.08], [1.32, 1.60, 2.37], [0.39, 2.88, 1.27], [1.66, 1.69, -1.67], [0.54, 2.81, -0.93], [-0.03, 1.04, -1.65], [3.07, 0.63, 0.16], [2.00, -0.61, 1.18], [3.02, -2.53, 0.09], [2.04, -2.79, -1.51], [-1.35, 1.65, -0.38], [-2.05, 1.28, 1.13], [-2.11, 0.10, -1.51], [-3.49, 0.57, -0.47], [-3.32, -1.45, 0.95], [-3.33, -1.92, -0.71], [-1.45, -2.98, 0.27]], "mulliken_charge": [-1.700, 2.391, -1.684, -1.477, -0.411, 0.005, -0.480, 0.205, -0.854, 0.060, -0.603, -0.740, 0.015, 0.430, 0.332, 0.392, 0.378, 0.360, 0.395, 0.398, 0.544, 0.260, 0.232, 0.423, 0.398, 0.287, 0.424, 0.380, 0.378, 0.263]}